Entry 1:
{
  "formula": "C15H29BNO10PS",
  "method": "ωB97M-V/def2-TZVPD",
  "elements": ["C", "C", "C", "O", "B", "N", "P", "S", "H", "H", "H", "H", "H", "H", "H", "H", "H", "H", "H", "C", "C", "C", "O", "C", "O", "O", "H", "H", "H", "H", "H", "H", "C", "C", "C", "O", "C", "O", "O", "H", "H", "H", "H", "H", "H", "C", "C", "C", "O", "C", "O", "O", "H", "H", "H", "H", "H", "H"],
  "coordinates": [[6.912, -3.133, 4.465], [5.548, -3.616, 3.979], [4.849, -2.525, 3.199], [3.443, -2.760, 3.049], [2.635, -2.620, 4.123], [1.545, -3.528, 4.324], [2.862, -1.103, 5.333], [3.048, 0.564, 4.314], [7.479, -2.691, 3.649], [6.796, -2.403, 5.262], [7.481, -3.967, 4.868], [5.664, -4.506, 3.363], [4.958, -3.909, 4.849], [5.036, -1.542, 3.634], [5.259, -2.489, 2.192], [1.637, -4.046, 5.190], [1.547, -4.216, 3.578], [1.815, -1.130, 6.264], [4.006, -1.371, 6.106], [0.631, -1.412, 1.689], [-0.219, -0.498, 0.850], [-1.615, -1.002, 0.550], [-1.889, -0.401, -0.729], [-0.704, -0.178, -1.340], [-0.591, 0.141, -2.482], [0.317, -0.362, -0.487], [1.593, -0.946, 1.905], [0.133, -1.632, 2.634], [0.826, -2.347, 1.160], [-0.260, 0.500, 1.292], [-2.349, -0.678, 1.283], [-1.659, -2.088, 0.439], [-1.365, 0.643, -5.503], [-2.204, 1.567, -6.344], [-3.592, 1.057, -6.678], [-3.853, 1.671, -7.946], [-2.661, 1.923, -8.542], [-2.530, 2.258, -9.672], [-1.649, 1.734, -7.666], [-0.409, 1.100, -5.256], [-1.870, 0.402, -4.570], [-1.160, -0.280, -6.047], [-2.260, 2.559, -5.887], [-4.352, 1.354, -5.961], [-3.610, -0.029, -6.802], [-2.280, 4.371, -0.969], [-3.219, 3.285, -0.511], [-4.638, 3.735, -0.232], [-5.052, 2.821, 0.791], [-3.948, 2.394, 1.442], [-3.955, 1.769, 2.451], [-2.828, 2.777, 0.783], [-1.299, 3.960, -1.202], [-2.671, 4.858, -1.862], [-2.151, 5.115, -0.183], [-3.205, 2.446, -1.212], [-5.299, 3.654, -1.091], [-4.678, 4.752, 0.166]],
  "forces_ev_per_a": [[-0.2, -0.3, 0.0], [0.2, 0.0, 0.3], [0.0, 0.3, -0.5], [0.3, -0.1, 0.1], [-0.3, -0.4, 0.2], [0.6, -0.2, -0.2], [0.5, 0.4, -0.5], [-0.2, 0.0, 0.0], [0.1, 0.1, 0.0], [0.0, 0.2, 0.0], [0.1, 0.0, 0.0], [-0.1, -0.1, -0.1], [-0.2, 0.0, 0.0], [-0.2, 0.1, 0.2], [0.0, 0.1, -0.1], [-0.6, 0.3, 0.3], [-0.2, -0.1, 0.0], [0.0, -0.2, 0.2], [-0.1, -0.1, 0.3], [0.3, 0.0, -0.2], [0.0, -0.2, 0.1], [-0.1, 0.1, 0.1], [0.0, -0.1, 0.1], [0.0, 0.0, 0.1], [0.0, 0.1, -0.1], [0.0, 0.1, 0.1], [0.0, 0.0, 0.1], [0.0, 0.0, 0.0], [-0.1, 0.0, 0.0], [0.0, 0.0, 0.0], [-0.1, 0.1, -0.1], [0.1, 0.0, 0.0], [0.2, 0.0, -0.3], [0.0, -0.1, 0.1], [0.0, 0.0, 0.0], [0.0, -0.1, 0.1], [0.0, 0.0, 0.1], [0.0, 0.0, -0.1], [0.0, 0.1, 0.1], [0.0, 0.0, 0.1], [0.0, 0.0, 0.0], [-0.1, 0.0, 0.0], [0.0, 0.0, 0.0], [0.0, 0.1, -0.1], [0.0, 0.0, 0.0], [0.2, 0.0, 0.2], [0.2, 0.2, -0.1], [0.0, -0.1, 0.0], [-0.1, 0.1, 0.0], [0.1, 0.0, 0.0], [0.0, -0.1, 0.1], [-0.1, -0.1, -0.1], [0.0, 0.0, 0.0], [0.0, 0.0, 0.0], [-0.1, 0.0, 0.0], [0.0, -0.1, 0.0], [-0.1, -0.1, 0.0], [0.0, 0.0, 0.0]],
  "relative_energy_kj_mol": 32.85,
  "e_tot_ha": -2160.6331,
  "lumo_ev": 0.0
}

=====

Entry 2:
{
  "formula": "C27H16AsBr2Cl3F6NO2PSe2Tl",
  "method": "ωB97M-V/def2-TZVPD",
  "elements": ["Tl", "Cl", "C", "C", "C", "Cl", "C", "O", "C", "Cl", "C", "H", "H", "Br", "C", "C", "C", "Br", "C", "C", "C", "C", "N", "C", "C", "O", "H", "H", "H", "H", "Se", "P", "Se", "C", "C", "C", "C", "C", "C", "C", "C", "C", "C", "C", "C", "H", "H", "H", "H", "H", "H", "H", "H", "H", "H", "F", "As", "F", "F", "F", "F", "F"],
  "coordinates": [[-0.762, -2.436, 0.603], [4.787, -1.549, 5.933], [3.815, -1.357, 4.489], [2.446, -1.548, 4.552], [1.696, -1.371, 3.408], [-0.016, -1.631, 3.477], [2.236, -1.014, 2.155], [1.477, -0.829, 1.132], [3.645, -0.864, 2.158], [4.448, -0.468, 0.668], [4.423, -1.019, 3.293], [1.966, -1.839, 5.476], [5.494, -0.891, 3.232], [-5.628, -4.213, 2.500], [-5.344, -2.442, 1.877], [-6.455, -1.656, 1.580], [-6.306, -0.364, 1.152], [-7.875, 0.655, 0.752], [-5.019, 0.201, 0.997], [-4.767, 1.537, 0.613], [-3.482, 1.981, 0.495], [-2.425, 1.082, 0.729], [-2.621, -0.162, 1.091], [-3.886, -0.615, 1.262], [-4.005, -2.000, 1.749], [-2.995, -2.686, 2.034], [-7.446, -2.075, 1.701], [-5.603, 2.195, 0.413], [-3.266, 3.003, 0.209], [-1.395, 1.391, 0.595], [0.869, -0.871, -2.569], [1.172, 1.100, -1.881], [1.361, 1.503, 0.267], [2.638, 1.830, -2.708], [3.864, 1.909, -2.059], [4.985, 2.375, -2.737], [4.885, 2.768, -4.064], [3.663, 2.682, -4.719], [2.547, 2.208, -4.047], [-0.181, 2.223, -2.383], [0.011, 3.606, -2.383], [-1.035, 4.455, -2.710], [-2.283, 3.929, -3.029], [-2.476, 2.555, -3.022], [-1.427, 1.703, -2.701], [3.936, 1.606, -1.021], [5.938, 2.430, -2.225], [5.758, 3.139, -4.588], [3.580, 2.977, -5.759], [1.598, 2.119, -4.564], [0.981, 4.014, -2.124], [-0.879, 5.527, -2.716], [-3.104, 4.591, -3.272], [-3.448, 2.142, -3.261], [-1.563, 0.628, -2.701], [0.847, -4.475, 1.864], [1.645, -6.031, 1.808], [1.877, -5.967, 3.523], [2.431, -7.576, 1.742], [0.115, -6.809, 2.045], [1.396, -6.072, 0.094], [3.162, -5.236, 1.573]],
  "forces_ev_per_a": [[0.0, 0.0, 0.0], [-0.1, 0.0, -0.1], [0.0, 0.0, -0.1], [0.0, -0.1, 0.1], [-0.1, -0.1, 0.3], [-0.1, 0.1, 0.3], [0.2, 0.3, 0.1], [0.0, -0.1, -0.5], [0.0, 0.0, 0.0], [-0.1, -0.1, 0.0], [0.0, 0.0, 0.0], [0.0, 0.0, 0.0], [0.0, 0.0, 0.0], [0.0, 0.0, 0.0], [0.0, 0.0, 0.0], [0.1, 0.0, 0.0], [0.0, 0.0, 0.0], [0.0, 0.0, 0.0], [0.1, 0.0, 0.1], [0.0, 0.0, -0.1], [0.0, 0.0, 0.0], [0.0, 0.0, -0.1], [-0.1, 0.0, 0.0], [0.0, 0.0, 0.0], [-0.1, 0.0, 0.1], [0.1, 0.0, -0.1], [0.0, 0.0, 0.0], [0.0, 0.0, 0.0], [0.0, 0.0, 0.0], [0.0, 0.0, 0.0], [0.0, 0.0, 0.1], [0.1, 0.0, -0.2], [0.1, -0.1, 0.2], [0.0, -0.1, 0.0], [0.0, 0.1, 0.0], [0.0, 0.0, 0.0], [0.0, 0.0, 0.0], [0.0, 0.0, 0.0], [0.0, 0.0, 0.0], [0.0, 0.1, 0.0], [0.0, 0.0, 0.0], [0.0, 0.0, 0.0], [0.0, 0.0, 0.0], [0.0, 0.0, 0.0], [0.0, 0.0, -0.1], [0.0, 0.0, 0.0], [0.0, 0.0, 0.0], [0.0, 0.0, 0.0], [0.0, 0.0, 0.0], [0.0, 0.0, 0.0], [0.0, 0.0, 0.0], [0.0, 0.0, 0.0], [0.0, 0.0, 0.0], [0.0, 0.0, 0.0], [0.0, 0.0, 0.0], [-0.1, 0.2, 0.0], [-0.1, 0.1, 0.0], [0.0, 0.0, 0.2], [0.1, -0.2, 0.0], [-0.1, -0.1, 0.0], [0.0, 0.0, -0.2], [0.2, 0.1, 0.0]],
  "e_tot_ha": -15924.3433,
  "spin_multiplicity": 2,
  "lumo_ev": [3.6, 2.6],
  "s_squared": 0.757,
  "total_charge": -2
}

=====

Entry 3:
{
  "formula": "C29H45BClO9PS",
  "method": "ωB97M-V/def2-TZVPD",
  "elements": ["C", "C", "C", "Cl", "B", "C", "C", "C", "O", "C", "C", "C", "C", "C", "C", "C", "P", "S", "H", "H", "H", "H", "H", "H", "H", "H", "H", "H", "H", "H", "H", "H", "H", "H", "H", "H", "H", "H", "H", "O", "C", "O", "C", "C", "C", "H", "H", "H", "H", "H", "H", "O", "C", "O", "C", "C", "C", "H", "H", "H", "H", "H", "H", "O", "C", "O", "C", "C", "C", "H", "H", "H", "H", "H", "H", "O", "C", "O", "C", "C", "C", "H", "H", "H", "H", "H", "H"],
  "coordinates": [[-4.603, 1.133, 2.613], [-4.198, 1.428, 1.177], [-3.283, 0.365, 0.522], [-2.125, -0.365, 1.665], [-2.563, 1.116, -0.679], [-1.411, 2.125, -0.338], [-0.188, 2.116, -1.251], [-0.412, 2.877, -2.556], [0.237, 0.784, -1.405], [1.572, 0.652, -1.792], [2.550, 0.935, -0.659], [3.749, 1.575, -0.919], [4.605, 1.860, 0.144], [4.281, 1.510, 1.453], [3.075, 0.866, 1.691], [2.203, 0.581, 0.643], [-3.287, 0.717, -2.429], [-2.117, -0.337, -3.600], [-5.309, 1.905, 2.921], [-5.125, 0.185, 2.717], [-3.761, 1.214, 3.288], [-3.658, 2.378, 1.176], [-5.064, 1.588, 0.539], [-3.933, -0.415, 0.133], [-1.791, 3.151, -0.334], [-1.035, 1.938, 0.667], [0.579, 2.689, -0.717], [0.421, 2.772, -3.242], [-1.351, 2.625, -3.038], [-0.469, 3.934, -2.294], [1.864, 1.302, -2.619], [1.737, -0.368, -2.128], [4.026, 1.864, -1.922], [5.522, 2.389, -0.073], [4.951, 1.758, 2.262], [2.782, 0.604, 2.699], [1.259, 0.090, 0.829], [-3.683, 1.923, -3.012], [-4.508, 0.038, -2.220], [5.471, 0.723, -3.902], [5.439, -0.445, -3.635], [4.329, -1.068, -3.178], [4.644, -2.437, -2.849], [5.897, -2.766, -3.646], [6.602, -1.412, -3.704], [4.811, -2.496, -1.777], [3.803, -3.074, -3.117], [6.493, -3.559, -3.196], [5.623, -3.082, -4.655], [7.241, -1.247, -2.839], [7.168, -1.283, -4.623], [-4.461, -4.830, 6.666], [-4.138, -4.194, 5.708], [-3.875, -2.866, 5.764], [-3.616, -2.352, 4.445], [-3.190, -3.560, 3.622], [-3.990, -4.684, 4.278], [-4.533, -1.895, 4.067], [-2.844, -1.591, 4.504], [-3.377, -3.438, 2.557], [-2.123, -3.740, 3.757], [-4.985, -4.789, 3.844], [-3.474, -5.639, 4.254], [-5.638, 2.738, -3.721], [-6.300, 3.183, -2.832], [-5.782, 3.450, -1.605], [-6.825, 3.872, -0.707], [-7.944, 4.380, -1.606], [-7.783, 3.495, -2.842], [-7.133, 3.012, -0.108], [-6.430, 4.638, -0.044], [-8.925, 4.323, -1.140], [-7.758, 5.421, -1.874], [-8.334, 2.558, -2.751], [-8.060, 3.999, -3.762], [6.447, -1.445, -0.512], [6.546, -2.067, 0.506], [5.613, -2.961, 0.902], [5.934, -3.471, 2.208], [7.432, -3.245, 2.365], [7.646, -1.974, 1.545], [5.350, -2.917, 2.945], [5.655, -4.520, 2.254], [7.746, -3.165, 3.404], [7.981, -4.072, 1.912], [7.485, -1.071, 2.135], [8.621, -1.936, 1.068]],
  "forces_ev_per_a": [[-0.6, 0.6, -0.2], [0.8, 0.1, 0.2], [-0.6, 0.4, -0.7], [0.1, -0.1, 0.1], [0.3, -0.1, 0.6], [0.2, -0.3, -0.3], [0.2, 0.8, -0.1], [-0.2, 0.2, 0.4], [-0.4, -0.2, 0.0], [1.1, 0.0, 0.2], [-0.8, -0.1, -0.1], [0.3, 0.1, 0.8], [0.0, 0.0, -0.2], [-0.1, 0.0, -0.6], [-0.3, -0.1, -0.1], [0.6, 0.2, 0.1], [0.3, -0.2, -0.7], [0.1, -0.1, 0.2], [-0.1, 0.0, 0.1], [0.2, -0.2, 0.1], [0.2, -0.3, 0.1], [0.0, 0.1, 0.1], [-0.1, -0.2, -0.1], [0.2, -0.5, 0.3], [-0.2, 0.1, -0.1], [-0.2, -0.1, 0.2], [0.2, -0.2, 0.1], [0.0, -0.2, -0.2], [0.1, -0.2, -0.2], [0.0, 0.1, 0.0], [-0.3, 0.0, -0.2], [-0.3, -0.2, -0.1], [0.0, 0.0, -0.1], [0.1, 0.0, 0.1], [0.0, 0.0, 0.1], [0.1, 0.0, 0.1], [-0.1, 0.0, 0.0], [-0.2, 0.1, 0.1], [-0.1, 0.3, 0.2], [-0.3, 0.0, 0.0], [0.4, 0.3, 0.2], [0.1, -0.1, -0.2], [-0.1, -0.3, 0.1], [0.1, 0.0, 0.0], [-0.3, -0.6, -0.2], [0.0, 0.0, 0.0], [-0.1, 0.2, -0.1], [0.0, 0.0, 0.1], [0.0, 0.0, 0.0], [0.0, 0.1, 0.0], [0.1, 0.2, 0.1], [0.1, 0.1, 0.1], [-0.2, -0.2, -0.1], [0.0, 0.0, 0.0], [0.1, 0.0, -0.1], [-0.1, -0.1, -0.1], [0.4, 0.3, -0.1], [0.0, 0.0, 0.0], [0.0, 0.0, 0.1], [0.0, 0.1, 0.0], [0.0, 0.0, 0.0], [0.0, -0.1, 0.0], [-0.2, -0.1, 0.1], [-0.1, 0.2, 0.0], [-0.1, -0.2, -0.2], [0.0, 0.0, 0.1], [-0.1, 0.1, 0.1], [-0.1, 0.0, -0.1], [0.1, 0.4, 0.3], [0.0, 0.0, 0.0], [0.1, 0.0, 0.0], [0.0, -0.1, 0.0], [0.0, 0.0, 0.0], [0.0, 0.0, -0.1], [0.0, -0.2, -0.1], [0.1, -0.1, 0.0], [0.0, 0.4, 0.1], [0.0, -0.1, 0.0], [0.1, -0.1, 0.2], [0.1, 0.1, 0.0], [0.0, -0.5, 0.1], [0.0, 0.0, 0.0], [-0.1, 0.0, -0.1], [-0.1, 0.0, 0.0], [0.0, 0.0, 0.0], [0.0, 0.1, -0.1], [0.0, 0.2, 0.0]],
  "e_tot_ha": -3033.8064,
  "lumo_ev": -0.2
}